{"formula": "C13H18I2IrN3", "method": "the ωB97M-V functional and the def2-TZVPD basis", "homo_ev": [-18.37, -19.03], "multiplicity": 6, "mol_weight_g_mol": 662.3, "s_squared": 8.79, "charge": 3, "species": ["Ir", "I", "C", "I", "H", "H", "C", "N", "C", "C", "C", "C", "C", "C", "C", "C", "H", "H", "H", "H", "H", "H", "H", "H", "H", "H", "H", "H", "N", "C", "C", "C", "N", "H", "H", "H", "H"], "positions_angstrom": [[-0.886, 0.715, 0.495], [-3.121, 1.990, 1.634], [-1.818, 2.867, 3.068], [0.181, 2.379, 2.520], [-2.026, 2.448, 4.048], [-1.934, 3.947, 3.038], [2.966, 0.024, 0.442], [2.109, -0.623, -0.518], [1.997, -0.090, -1.848], [1.646, -1.965, -0.246], [0.359, -2.151, 0.567], [0.156, -3.480, 0.903], [-0.908, -3.889, 1.709], [-1.776, -2.943, 2.245], [-1.588, -1.614, 1.933], [-0.566, -1.160, 1.028], [4.001, -0.289, 0.228], [2.708, -0.308, 1.447], [2.911, 1.106, 0.322], [2.859, -0.459, -2.427], [2.037, 0.997, -1.823], [1.090, -0.465, -2.318], [2.451, -2.444, 0.320], [1.549, -2.477, -1.209], [0.847, -4.239, 0.557], [-1.026, -4.941, 1.937], [-2.579, -3.246, 2.901], [-2.269, -0.891, 2.365], [-1.350, 1.183, -2.513], [-1.346, 2.089, -3.492], [-0.844, 3.275, -2.965], [-0.591, 3.001, -1.634], [-0.899, 1.718, -1.345], [-1.742, 0.251, -2.540], [-1.701, 1.840, -4.479], [-0.698, 4.203, -3.487], [-0.200, 3.642, -0.863]], "forces_ev_per_a": [[-0.2, 0.0, -0.2], [-0.1, 0.0, 0.0], [0.0, 0.1, 0.1], [0.1, 0.0, 0.0], [0.0, 0.0, -0.1], [0.0, -0.1, 0.0], [-0.1, 0.0, 0.0], [0.0, 0.0, 0.1], [0.0, 0.0, 0.0], [0.1, 0.0, -0.2], [0.0, -0.4, 0.1], [0.2, 0.4, -0.2], [-0.1, 0.0, 0.0], [0.0, 0.3, 0.0], [-0.1, -0.2, 0.1], [0.2, -0.5, 0.2], [0.0, 0.0, 0.0], [0.0, 0.0, 0.0], [0.0, 0.0, 0.0], [0.0, 0.0, 0.0], [0.0, 0.0, -0.1], [0.0, 0.0, 0.0], [-0.1, -0.1, -0.1], [0.0, 0.0, 0.1], [0.1, 0.0, -0.1], [0.0, 0.0, 0.0], [0.0, 0.0, 0.0], [0.0, 0.0, 0.0], [0.0, -0.1, 0.2], [0.1, 0.2, 0.1], [-0.1, -0.1, -0.1], [0.0, -0.1, -0.1], [0.0, 0.2, -0.2], [0.0, 0.1, 0.0], [0.0, 0.0, -0.1], [0.0, 0.0, 0.0], [0.0, 0.1, 0.0]], "mulliken_spin": [2.5510, 0.2483, -0.0191, 0.2251, 0.0026, 0.0074, 0.0005, 0.7910, -0.0139, -0.0289, 0.1446, 0.0777, 0.1784, -0.0403, -0.0546, 0.5284, 0.0582, 0.0124, 0.0089, 0.0508, 0.0075, 0.0204, 0.0196, 0.0034, 0.0088, 0.0007, 0.0061, -0.0136, -0.0112, 0.0467, 0.0114, -0.0034, 0.1792, -0.0074, 0.0020, 0.0007, 0.0006]}